# C65H75N4

A molecular structure, C65H75N4 (the ωB97M-V functional and the def2-TZVPD basis, the Open Molecules 2025 dataset).

```
144
Properties=species:S:1:pos:R:3:forces:R:3
C -0.940 1.625 0.810 -1.1611 0.9986 -0.8416
C -2.083 1.750 1.774 0.0030 0.0125 0.1014
C -1.920 3.060 2.575 0.0000 0.3585 -0.0470
C -3.354 1.811 0.922 -0.5411 -0.0470 -0.1393
C -2.222 0.526 2.727 0.2342 -0.1035 0.0508
C -2.725 0.807 4.005 -0.4522 -0.3989 0.1622
C -2.879 -0.197 4.953 0.3608 0.1426 0.0567
C -2.770 -1.524 4.564 -0.6895 0.5888 -0.7082
C -2.556 -1.848 3.209 -0.1545 -0.0557 0.9250
C -3.103 -3.228 2.774 0.6865 -0.0446 0.2648
C -2.111 -4.322 3.174 0.2593 -0.5426 -0.1747
C -3.508 -3.237 1.293 -0.0569 0.0497 -0.0607
C -4.388 -3.537 3.560 -0.2927 0.1065 0.1469
C -1.927 -0.840 2.410 -0.5075 0.5721 0.9335
N -0.718 -1.206 1.668 0.4900 -0.4951 -1.1453
C 0.488 -0.613 2.021 0.6455 0.6848 0.7032
C 0.567 0.794 2.244 2.5661 -2.1860 4.8066
C 1.708 1.290 3.098 -0.1973 0.4753 -0.3881
C 2.865 1.840 2.549 0.1485 -0.1272 0.5420
C 3.980 2.006 3.381 -0.3477 0.2088 -0.1351
C 3.871 1.727 4.743 0.2626 -0.1717 0.0250
C 2.634 1.422 5.323 -0.1128 0.1356 -0.2989
C 1.529 1.274 4.492 0.3024 0.0127 0.0266
N 1.463 -1.565 2.132 -0.4096 -0.5483 -0.7349
C 2.717 -1.558 2.884 0.6145 -0.3609 0.0618
C 2.742 -1.977 4.245 -0.3484 -0.1955 0.3840
C 1.566 -2.639 5.024 0.1209 0.3632 0.1493
C 1.760 -2.557 6.548 0.2109 -0.0731 0.2428
C 1.520 -4.126 4.646 0.2117 -0.1635 -0.1173
C 0.239 -1.967 4.762 -0.5358 0.1396 -0.0682
C 3.957 -1.940 4.933 0.1267 0.0574 -0.1506
C 5.154 -1.711 4.275 -0.0761 0.0324 -0.1245
C 5.135 -1.500 2.910 0.1093 0.1013 0.1596
C 3.931 -1.334 2.208 0.3553 -0.0754 -0.3415
C 4.130 -1.007 0.703 0.0288 0.0265 0.1446
C 5.225 0.066 0.562 0.1781 0.2155 -0.0163
C 2.902 -0.461 -0.014 -0.3258 0.1969 -0.3012
C 4.592 -2.291 0.009 0.0170 -0.2547 -0.0759
C 0.929 -2.745 1.577 0.2096 0.5917 0.4358
C -0.363 -2.532 1.299 -0.2529 0.0782 -0.1963
H -1.033 0.684 0.246 1.0199 0.1505 0.2303
H -0.856 2.555 0.235 0.5866 -0.1856 0.0485
H 0.251 1.488 1.297 -1.2729 0.2339 -0.8522
H -2.861 3.345 3.062 0.2191 -0.0321 -0.1150
H -1.149 2.983 3.353 -0.1144 -0.0511 -0.1927
H -1.639 3.906 1.927 -0.1108 -0.4023 0.0143
H -4.236 2.030 1.538 0.1275 -0.1001 -0.1210
H -3.282 2.579 0.137 0.0089 -0.1178 0.2861
H -3.505 0.840 0.433 -0.0856 0.1750 0.0457
H -2.984 1.821 4.303 0.1752 -0.3041 -0.2040
H -3.120 0.066 5.981 0.0664 -0.1040 -0.1841
H -2.921 -2.307 5.313 -0.2673 0.2135 -0.4996
H -1.846 -4.219 4.237 -0.0786 -0.0578 -0.2875
H -2.568 -5.311 3.031 0.1010 0.1645 0.0563
H -1.185 -4.291 2.594 -0.2026 -0.1193 0.2756
H -4.478 -2.731 1.190 0.2185 -0.1427 -0.0664
H -2.809 -2.711 0.640 -0.1871 -0.1191 -0.0028
H -3.618 -4.275 0.951 -0.0077 0.2604 -0.0098
H -5.103 -2.709 3.487 0.0814 -0.1230 0.0471
H -4.866 -4.435 3.150 0.1480 0.1380 -0.0136
H -4.190 -3.734 4.619 -0.0908 0.0165 -0.2199
H -0.244 0.916 2.959 -0.6794 0.7091 -0.5180
H 2.864 2.143 1.498 0.2758 -0.3796 0.3150
H 4.922 2.346 2.943 -0.2724 -0.0689 0.3249
H 4.767 1.745 5.358 -0.1703 0.1608 -0.0320
H 2.528 1.278 6.402 0.1205 0.1887 -0.3677
H 0.518 1.152 4.905 0.5007 -0.2502 -0.1461
H 1.923 -1.519 6.868 0.0154 -0.2112 -0.0119
H 0.860 -2.925 7.063 0.2053 0.0813 -0.2637
H 2.594 -3.180 6.895 -0.1974 0.2069 -0.0141
H 1.366 -4.260 3.567 -0.0419 -0.0609 0.3283
H 2.478 -4.597 4.914 -0.2692 0.0472 -0.1071
H 0.718 -4.648 5.189 0.1666 0.1916 -0.1629
H -0.114 -2.118 3.751 -0.0177 -0.1590 0.1098
H -0.545 -2.380 5.411 0.3587 0.0925 -0.0466
H 0.299 -0.886 4.938 -0.0886 -0.3089 0.0497
H 3.998 -2.128 6.003 -0.1098 -0.0383 -0.3760
H 6.092 -1.713 4.832 -0.2052 -0.0988 -0.2046
H 6.094 -1.446 2.387 -0.4990 0.1259 0.1934
H 6.216 -0.318 0.825 -0.1834 0.1677 -0.0901
H 5.278 0.423 -0.474 -0.0307 -0.1345 0.1713
H 5.001 0.926 1.207 0.1367 -0.2303 -0.2195
H 2.134 -1.223 -0.180 0.0882 0.1741 -0.0307
H 2.472 0.376 0.548 -0.0038 -0.2752 -0.2818
H 3.197 -0.068 -1.000 -0.0382 -0.1715 0.2727
H 3.831 -3.076 0.115 0.1411 0.0922 -0.0728
H 4.764 -2.122 -1.063 -0.0398 0.0150 0.2255
H 5.523 -2.664 0.453 -0.1768 0.0403 -0.1214
H 1.522 -3.642 1.491 -0.0275 0.1520 -0.1503
H -1.044 -3.214 0.825 0.0574 0.1786 0.1513
C 2.366 6.625 -3.572 0.0120 0.1656 0.0076
N 1.344 5.823 -4.235 0.5405 -0.0334 0.2755
C 0.697 6.439 -5.329 -0.2171 0.4952 -0.6916
C 0.397 5.756 -6.524 0.0187 0.2605 0.2371
C -0.214 6.429 -7.585 0.0621 0.1371 0.2748
C -0.472 7.798 -7.507 0.0580 -0.1385 0.2621
C -0.139 8.493 -6.341 0.0744 -0.2918 -0.0291
C 0.439 7.829 -5.261 -0.0658 -0.4767 -0.1218
C 0.974 4.626 -3.636 -0.4294 -0.0620 0.3908
C 1.408 4.329 -2.315 0.3755 0.3813 -0.3036
C 1.018 3.166 -1.666 -0.8368 -0.4503 -0.3750
C 0.149 2.247 -2.301 1.8099 1.2234 0.1503
C -0.604 1.212 -1.596 -3.5088 -0.9940 -2.8969
C -0.818 -0.056 -2.298 0.3946 -0.0972 0.9456
C -2.150 -0.526 -2.420 0.0455 0.0246 -0.5867
C -2.512 -1.381 -3.448 -0.1931 -0.0460 0.4071
C -1.524 -2.038 -4.220 0.0814 0.1725 -0.7801
N -1.827 -2.895 -5.274 0.4793 0.2551 0.5368
C -0.720 -3.556 -5.962 0.0167 0.0163 -0.0258
C -3.109 -3.078 -5.840 -1.0477 -0.3523 -0.3383
C -3.235 -3.145 -7.246 -0.1171 0.0768 0.3524
C -4.468 -3.414 -7.843 -0.1059 0.0210 0.4759
C -5.602 -3.632 -7.050 0.1378 0.0483 0.0403
C -5.488 -3.580 -5.656 0.2448 0.1796 -0.3294
C -4.258 -3.305 -5.055 0.1772 -0.0710 -0.2486
C -0.161 -1.712 -3.963 0.1826 0.0290 0.1929
C 0.182 -0.741 -3.037 -0.2092 0.0822 0.0645
C -0.174 2.490 -3.662 -0.2470 -0.0543 0.6633
C 0.124 3.691 -4.273 0.5036 -0.0047 0.1842
H 3.198 5.991 -3.245 -0.1695 0.1067 -0.1242
H 2.748 7.362 -4.286 -0.0511 -0.2378 0.2188
H 1.971 7.160 -2.697 0.1199 -0.0448 -0.0694
H 0.677 4.708 -6.632 -0.0839 0.4098 -0.0675
H -0.486 5.868 -8.476 0.1472 0.1494 0.0783
H -0.919 8.323 -8.347 0.0396 -0.1186 0.1640
H -0.338 9.559 -6.261 0.0589 -0.1798 -0.0546
H 0.707 8.382 -4.357 -0.2154 -0.1976 -0.3499
H 2.031 5.053 -1.772 -0.3236 -0.5266 -0.3233
H 1.361 2.952 -0.647 -0.1958 0.2569 -0.3494
H -1.624 1.622 -1.403 1.0297 -0.3909 -0.0791
H -2.927 -0.125 -1.762 0.2109 0.0946 -0.3776
H -3.570 -1.521 -3.674 0.5393 0.0058 0.2904
H -1.125 -4.321 -6.627 0.1246 0.0984 0.2549
H -0.134 -2.851 -6.563 -0.0061 -0.0756 0.0418
H -0.060 -4.028 -5.227 -0.1039 -0.0041 -0.1806
H -2.357 -2.989 -7.875 -0.2904 0.0179 0.1741
H -4.545 -3.444 -8.930 0.0368 -0.0172 0.2835
H -6.569 -3.842 -7.517 0.4040 0.0769 0.1959
H -6.363 -3.750 -5.029 0.2287 0.0071 -0.1642
H -4.184 -3.295 -3.967 -0.0436 -0.1955 -0.3918
H 0.636 -2.172 -4.552 -0.3579 0.2027 0.3263
H 1.236 -0.472 -2.896 -0.4620 -0.0165 -0.1507
H -0.744 1.748 -4.219 -0.0987 0.2192 0.2293
H -0.301 3.899 -5.248 0.1962 -0.1725 0.2734
```
Forces are in eV/Å.

Values from the calculation:
Kohn-Sham gap (eV): 4.0
Total energy (eV): -74568.5815
Total charge: +1
Energy above the lowest of the compared OMol25 structures with the same formula, charge and spin (kcal/mol): 115.59
Max |F| (eV/A): 5.871
2S+1: 1